[1]
Density functional theory data (ωB97M-V/def2-TZVPD) for a cluster of 3 separate species, C4H14NO3 in total in a non-equilibrium geometry.

Output
Net charge   -1
E_LUMO   0.1379 hartree
Kohn-Sham gap   8.1 eV
Energy relative to the best compared isomer or geometry (same formula, charge and spin)   25.6 kcal/mol

Last columns: bonded neighbours and bond lengths (Å).
Atoms and positions in Å:
1 C -0.6843 0.1401 -0.6401  O2 1.385, C3 1.524, H7 1.113, H8 1.097
2 O -0.7294 1.5209 -0.7352  C1 1.385
3 C 0.6457 -0.2979 -0.0373  C1 1.524, C4 1.599, N6 1.426, H9 1.136
4 C 0.2697 -1.6186 0.7814  C3 1.599, C5 1.519, H10 1.065, H11 1.122
5 C 1.5105 -2.4548 1.0458  C4 1.519, H12 1.091, H13 1.112, H14 1.110
6 N 0.9623 0.5664 1.0525  C3 1.426, H15 1.056, H16 1.028
7 H -0.8238 -0.2739 -1.6636  C1 1.113
8 H -1.5430 -0.2355 -0.0692  C1 1.097
9 H 1.4166 -0.4799 -0.8513  C3 1.136
10 H -0.4637 -2.1969 0.2704  C4 1.065
11 H -0.3548 -1.2610 1.6426  C4 1.122
12 H 1.3420 -3.2103 1.8146  C5 1.091
13 H 1.7090 -2.9800 0.0862  C5 1.112
14 H 2.3523 -1.8535 1.4480  C5 1.110
15 H 0.1070 0.4754 1.6645  N6 1.056
16 H 1.0796 1.5220 0.6908  N6 1.028
17 H -3.6719 1.4808 0.0474  O19 0.941
18 H -2.3075 1.9968 -0.5159  O19 0.985
19 O -3.2244 2.2493 -0.2603  H17 0.941, H18 0.985
20 H 0.8614 2.1682 -2.6173  O22 0.968
21 H 0.3175 2.1649 -1.3336  O22 1.113
22 O 1.2292 2.5774 -1.8203  H20 0.968, H21 1.113

Atomic partial charges in e from the natural (NBO) method, atoms 1 to 5: -0.06, -0.93, -0.07, -0.39, -0.62

---

[2]
Density functional theory data (ωB97M-V/def2-TZVPD) for a cluster of 2 separate species, C4H9NS in total in a non-equilibrium geometry.

Output
Net charge   0
E_LUMO   0.0031 hartree
Kohn-Sham gap   9.1 eV
Energy relative to the best compared isomer or geometry (same formula, charge and spin)   162.7 kcal/mol

Last columns: bonded neighbours and bond lengths (Å).
Atoms and positions in Å:
1 C -0.0236 -0.2367 -1.3449  C2 1.507, H7 1.048, H8 1.217, N14 1.549
2 C 0.1241 0.1845 0.0944  C1 1.507, C3 1.559, C4 1.617, H9 1.083
3 C -1.0567 0.0235 1.0996  C2 1.559, C4 1.537, H10 1.065, H11 1.269
4 C 0.1175 -0.9593 1.2371  C2 1.617, C3 1.537, H12 1.153, S15 1.871
5 H 0.9268 1.2252 -2.9793  N14 1.234
6 H -0.4358 2.0482 -1.5132  no bonds
7 H -0.8992 -0.8080 -1.2797  C1 1.048
8 H 0.9389 -0.9208 -1.6399  C1 1.217
9 H 0.4130 1.2090 0.2920  C2 1.083
10 H -1.9834 -0.3318 0.7138  C3 1.065
11 H -1.5871 0.7143 2.0224  C3 1.269
12 H 0.0143 -2.0620 0.9176  C4 1.153
13 H 2.1731 0.1643 2.2947  S15 1.452
14 N -0.1231 0.7772 -2.5111  C1 1.549, H5 1.234
15 S 1.4011 -1.0276 2.5965  C4 1.871, H13 1.452

Atomic partial charges in e from the natural (NBO) method, atoms 1 to 5: -0.24, -0.26, -0.44, -0.35, 0.38

---

[3]
Density functional theory data (ωB97M-V/def2-TZVPD) for an isolated molecule of C2H2O2S2 in a non-equilibrium geometry.

Output
Net charge   0
E_LUMO   -0.0382 hartree
Kohn-Sham gap   8.2 eV
SMILES   O=C(O)C(=S)S
Energy relative to the best compared isomer or geometry (same formula, charge and spin)   23.9 kcal/mol

Last columns: bonded neighbours and bond lengths (Å).
Atoms and positions in Å:
1 O -1.1161 0.7860 -0.6432  C2 1.200
2 C -0.5396 -0.1937 -0.2599  O1 1.200, O3 1.292, C4 1.664
3 O -1.1122 -1.3296 -0.4832  C2 1.292, H7 0.977
4 C 0.8221 -0.1555 0.6953  C2 1.664, S5 1.528, S6 1.797
5 S 1.5236 -1.4360 1.1462  C4 1.528
6 S 1.6875 1.4055 0.4833  C4 1.797, H8 1.272
7 H -1.9695 -0.9620 -0.7726  O3 0.977
8 H 0.7042 1.8853 -0.1659  S6 1.272

Atomic partial charges in e from the natural (NBO) method, atoms 1 to 5: -0.61, 0.75, -0.64, -0.45, 0.21